The following is a DFT calculation (ωB97M-V/def2-TZVPD) of a 2-piece molecular cluster, C8H8F3NOS overall at a distorted geometry.

Electronic energy (Ha): -1137.26463
Strongest force on any atom (Eh/bohr): 0.0759
Molecular weight (g/mol): 223.22
Frontier orbital gap (spin up / spin down) (eV): 5.305 / 7.364
ΔE to the lowest compared entry with this formula, charge and spin (eV): 0.0000

Last column: Löwdin charge in e.
CARTESIAN COORDINATES (ANGSTROEM)
1 C -2.0743 -0.8342 -0.8060  -0.017
2 C -0.5974 -2.3168 0.4085  -0.012
3 C -1.0469 0.0953 -0.8202  -0.051
4 C 0.3998 -1.3554 0.3928  -0.066
5 C -1.8821 -2.0274 -0.0787  -0.342
6 C 0.1696 -0.1148 -0.1536  -0.403
7 C 1.1643 0.9987 -0.1295  -0.327
8 C 3.1877 3.7726 -0.5047  -0.250
9 N -2.9494 -2.7915 -0.0090  0.129
10 O 1.1597 0.7996 2.5194  -0.553
11 F 2.3822 3.4739 -1.5442  0.085
12 F 4.0385 2.7490 -0.3130  0.108
13 F 2.3595 3.8656 0.6131  0.029
14 S 0.5409 1.6344 1.5119  0.911
15 H -3.0575 -0.8518 -1.1205  0.082
16 H -0.2997 -3.1972 0.9944  0.115
17 H -1.1530 1.1494 -1.2614  0.137
18 H 1.2175 -1.6317 0.9520  0.091
19 H 2.2254 0.6999 -0.1265  0.099
20 H 1.0428 1.9811 -0.7074  0.076
21 H -3.8389 -2.5764 -0.3937  0.102
22 H -2.9888 -3.5226 0.5762  0.059